ORCA calculation (wB97M-V/def2-TZVPD) on C14H48F2InNO18S2 as an isolated structure at a distorted geometry.

Summary:
- Charge: -2
- HOMO level: -0.19 eV

```
86
Properties=species:S:1:pos:R:3:forces:R:3
In 3.01754 1.23704 0.75426 -0.8450 1.2737 -0.5382
O 2.29629 4.92103 -1.87686 -1.9261 -0.5553 -1.2939
C 1.12379 5.10278 -2.59852 3.1072 0.0290 1.6777
C -0.08439 5.71360 -1.76949 -0.9654 1.7819 1.6191
O 0.09384 6.70596 -0.83320 0.6616 -1.3962 -1.5484
H 0.77987 4.17784 -3.08326 -0.6567 -0.2967 -0.0347
H 1.33629 5.78710 -3.43064 -0.3586 0.5940 -0.1362
H -0.56432 4.87273 -1.25107 0.4681 -0.6166 0.1247
H -0.84529 6.02680 -2.50217 -0.3014 0.0465 -0.4734
O 1.98482 4.18549 1.15216 -0.2506 -0.6342 1.6034
C 1.00737 4.21741 2.14022 0.8874 -0.4323 -2.1169
C 0.65227 5.60482 2.81299 -0.5765 2.0139 -1.6979
O 0.83790 6.72810 2.02324 0.0499 -1.4262 0.7739
H 1.10890 3.39540 2.86697 0.2607 0.0193 0.7926
H 0.07801 3.92650 1.62999 -0.6042 0.4076 0.0207
H 1.12902 5.79130 3.78545 0.7960 -0.4719 0.1485
H -0.41898 5.57075 3.06369 -0.4261 -0.5136 0.2885
N 0.31185 0.36763 0.27830 -0.1229 -4.3036 0.2848
S -1.07371 0.95422 0.03538 -4.3110 6.7395 -2.0645
O -1.86064 1.33373 1.17978 0.2733 -1.3511 -0.1847
O -1.77978 0.50990 -1.16194 0.5269 -0.9766 1.3564
F -0.65898 2.42186 -0.46205 0.6748 -0.6172 0.1714
S -0.23458 -1.27500 0.33059 3.0802 -1.7587 1.0541
O -0.18034 -2.02326 -0.91355 -0.4198 1.2377 1.1503
O -1.20921 -1.65251 1.33898 0.6897 0.9553 -1.5717
F 1.15414 -1.71012 1.04051 -0.4537 -0.1335 -0.2189
C -2.68256 2.28262 4.05676 0.8439 0.5249 -0.5439
O -2.19343 2.15696 5.37623 -0.2622 -0.7723 0.9910
H -3.02632 1.33904 3.63533 -0.1612 -0.1325 0.5332
H -3.47190 3.03638 4.03427 -0.0480 -0.0155 -0.3306
H -1.83610 2.54923 3.42208 -0.3442 0.3446 -0.3229
H -1.57412 2.86245 5.57029 0.0080 0.0836 -0.3171
C 4.19192 -0.86031 -2.02585 -0.6226 0.5189 0.3468
O 3.05822 -1.14135 -1.20233 0.5018 -0.0668 -0.2388
H 4.27734 0.22626 -2.09091 0.2077 0.0424 -0.0496
H 5.09344 -1.27491 -1.57014 0.1158 -0.0986 -0.1292
H 4.04693 -1.22514 -3.04347 0.1071 -0.1782 0.0110
H 2.49476 -1.73663 -1.71066 -0.4051 -0.2079 0.1020
C -1.90274 -5.07908 0.21814 -0.1746 0.2315 -0.9303
O -3.28681 -4.80708 0.39528 -0.0681 -0.1066 0.4603
H -1.43692 -5.28566 1.17873 -0.1947 -0.0533 -0.0048
H -1.80468 -5.92005 -0.47556 0.2538 -0.3922 0.2853
H -1.38216 -4.25625 -0.27447 0.0266 0.2026 0.2964
H -3.67391 -4.60575 -0.45941 0.0961 0.1465 -0.0072
C 4.11973 -2.72505 1.85717 0.5989 0.1764 -0.4017
O 4.15589 -1.31115 1.99519 -0.7055 -0.0793 0.2853
H 4.73420 -3.04417 1.01201 -0.0338 -0.0532 -0.1459
H 4.47518 -3.27204 2.73322 -0.0242 0.2198 0.2773
H 3.09464 -3.02344 1.64924 -0.0097 0.2347 0.0254
H 5.02532 -0.90691 1.95657 0.2343 -0.5290 -0.0286
C -4.13667 3.18535 -1.08880 -0.7008 0.3850 -0.1804
O -4.83384 3.68342 -2.24005 -0.1747 -0.2527 -0.5230
H -4.69764 2.35422 -0.65643 0.1899 -0.0986 0.1546
H -3.16187 2.83244 -1.41363 0.0254 0.2453 0.1921
H -4.11672 4.03259 -0.40199 0.6856 -0.3682 0.4278
H -5.71915 3.90156 -1.94088 -0.0133 0.0531 -0.0853
C -1.43828 -4.36036 -3.36981 0.0759 0.2514 -0.4554
O -0.36572 -4.90907 -2.62672 0.1010 -0.1127 0.2630
H -1.35623 -3.27792 -3.27969 -0.0411 -0.0318 0.0391
H -1.33132 -4.63662 -4.42131 -0.1411 0.0652 -0.0970
H -2.43070 -4.66312 -3.03054 0.0700 -0.1196 0.2431
H -0.46800 -5.85786 -2.52472 -0.0488 0.0053 -0.0606
C 2.98181 -4.26638 -2.74536 -0.0660 0.1555 -0.0115
O 1.96472 -3.30839 -2.79992 0.0566 1.1484 0.0535
H 2.95621 -4.77163 -3.71424 0.3875 -0.7996 0.3607
H 3.95786 -3.79333 -2.62552 -0.1170 0.3145 -0.1730
H 2.85790 -4.86560 -1.83957 0.0061 -0.6407 -0.3603
H 1.11194 -3.75549 -2.74379 -0.0837 -0.0864 0.2089
C -4.44951 -1.16739 0.27093 0.2015 -0.7685 -1.1899
O -5.60682 -0.60380 -0.33772 -0.6960 0.8151 0.6162
H -4.08957 -0.61757 1.13750 -0.4438 0.2067 -0.0407
H -4.69136 -2.20329 0.51938 0.3190 -0.0500 0.3943
H -3.64191 -1.16371 -0.46317 0.2385 -0.0441 0.2151
H -5.67602 -0.83029 -1.26541 0.4158 -0.1044 0.0205
C 1.18846 1.30410 -2.83019 0.3736 -0.3488 0.4360
O 2.11322 1.94459 -1.97071 -0.2172 0.1123 0.2421
H 0.98114 0.32429 -2.39738 0.0117 -0.1504 -0.3297
H 0.24126 1.84270 -2.87363 0.0424 0.0540 -0.1899
H 1.67903 1.23043 -3.80473 -0.4688 -0.2571 -0.3029
H 1.95035 2.89664 -2.10285 0.8173 0.7492 0.7865
C 1.37210 -2.96360 4.52215 0.5851 -0.5872 0.6902
O 2.39167 -2.12343 5.09435 -0.2624 -0.7594 -0.0891
H 0.41701 -2.73515 4.99576 -0.3302 0.4271 -0.8637
H 1.47392 -2.96775 3.43998 -0.6302 0.6519 0.0311
H 1.52601 -4.01327 4.79859 0.3379 -0.1315 0.0777
H 2.54913 -2.54642 5.94263 0.2961 0.4166 0.1497
```
Positions in Å, forces in eV/Å.


ORCA calculation (wB97M-V/def2-TZVPD) on a 7-piece molecular cluster, C14H48NO18P4 overall at a distorted geometry.

Summary:
- Energy above the lowest of the compared OMol25 structures with the same formula, charge and spin: 6.93 kcal/mol
- Multiplicity: 2
- ⟨S²⟩: 0.7504
- Charge: 0
- HOMO level (spin up / spin down): -1.71 / -9.73 eV

```
85
Properties=species:S:1:pos:R:3:forces:R:3
N -0.23924 0.20045 -1.36844 0.9227 -0.3913 -0.1689
H -0.78724 0.90894 -0.90170 -0.4765 0.1873 0.4172
H 0.72062 0.51327 -1.39854 0.7747 0.5212 0.1152
H -0.48353 0.11717 -2.34491 -0.4606 -0.0022 -0.5186
H -0.17822 -0.71553 -0.94731 -0.4334 -0.6242 0.5516
C 2.68803 -1.67299 0.75518 0.4633 0.6817 0.8248
O 1.90466 -2.81976 1.26635 0.1870 0.3971 -1.3763
P 0.89761 -3.43493 0.19394 0.7857 -1.0830 -0.6097
O 0.04737 -2.40281 -0.44800 0.4254 -1.3048 0.2554
O 1.83227 -4.25318 -0.94008 -1.1910 1.0293 1.9512
C 2.83756 -5.19819 -0.46714 -0.6874 -0.0152 -0.1077
O 0.14225 -4.58780 1.06369 1.4075 1.1157 -3.2801
C -0.02271 -4.45792 2.42156 -0.3383 -0.6541 2.4455
H 2.40776 -1.18891 -0.18036 -0.6295 -0.7805 -0.2721
H 3.74603 -1.92648 0.68812 -0.1458 -0.4174 0.1526
H 2.59255 -0.85039 1.46392 -0.0262 -0.2831 0.3210
H 2.33820 -6.13476 -0.21901 0.0156 0.0422 0.2142
H 3.38254 -4.80825 0.39254 -0.0380 0.0244 -0.0436
H 3.52226 -5.41655 -1.28666 -0.1148 0.3711 -0.0346
H -0.88234 -5.06696 2.70124 -0.4692 0.5516 -0.2072
H -0.11307 -3.42601 2.76079 -0.0680 -0.2930 0.0079
H 0.74500 -4.98687 2.98631 0.7217 0.3648 -0.1957
C 4.93634 -0.60664 -2.10341 1.0506 0.0463 0.4229
O 4.75918 0.78179 -1.74990 -1.0716 0.4833 -0.2145
P 3.53848 1.57840 -2.39861 0.3055 0.2177 -0.1341
O 2.29332 0.76645 -2.38929 0.8253 1.0507 -0.7642
O 3.54972 2.92843 -1.53807 0.5316 -1.4159 -0.5249
C 2.45981 3.81950 -1.53739 -1.3859 0.8847 0.1332
O 4.08084 2.06126 -3.89701 -1.6488 -1.3685 1.4038
C 5.43841 2.38223 -4.01804 1.5025 1.4002 0.5116
H 5.99652 -0.61480 -2.35653 -0.1381 -0.5414 -0.5180
H 4.27587 -1.00524 -2.87348 0.0675 0.4573 -0.1396
H 4.83924 -1.24768 -1.22721 -0.2569 0.3207 0.1755
H 2.77731 4.83734 -1.76390 0.3241 -0.1769 -0.0927
H 1.93879 3.84706 -0.58038 0.4933 -0.2448 0.3978
H 1.64619 3.56039 -2.21488 0.2689 -0.2978 -0.4963
H 5.96520 1.94570 -4.86659 -0.5103 -0.6534 0.0679
H 5.96702 2.20054 -3.08228 0.2066 -0.4215 -0.2037
H 5.58315 3.45341 -4.15850 -0.4607 0.2608 -0.1037
C -3.09858 -5.74178 4.19072 0.1309 -1.9686 -0.1842
O -3.37527 -4.40902 4.45921 0.1703 1.5529 -0.6404
P -3.73876 -3.50096 3.20070 -0.6271 2.1101 -0.6747
O -4.38156 -4.08266 1.99612 1.1075 0.2890 1.5076
O -4.73323 -2.40144 3.87657 1.3821 -0.3884 0.0337
C -4.30348 -1.78595 5.11716 0.0280 -0.6261 0.5902
O -2.31316 -2.70333 2.96494 -2.0238 -0.4481 0.5603
C -2.30875 -1.60105 2.04246 0.8119 0.4339 -0.3673
H -3.92251 -6.30628 4.62727 0.1284 -0.3846 -0.3174
H -2.16379 -6.09991 4.62199 0.0545 0.4532 0.4111
H -2.99101 -5.92090 3.12092 -0.4285 -0.1808 -0.0454
H -3.60029 -2.40948 5.66927 0.0643 -0.2364 -0.2465
H -5.17346 -1.73356 5.77177 -0.0899 0.3760 -0.2971
H -3.79789 -0.82609 5.01158 -0.4039 0.1077 -0.5115
H -1.54796 -0.88154 2.34512 0.3387 -0.3675 0.3531
H -3.19615 -0.96881 2.01250 -0.5275 -0.6860 -0.0187
H -1.99688 -1.97565 1.06751 -0.4217 0.1032 -0.1135
C -1.93314 4.42445 -2.81291 0.7961 -0.1862 -0.3974
O -2.86025 4.21501 -1.74820 0.2894 -0.1696 0.6059
P -2.36002 3.56946 -0.36451 -0.9365 0.6889 -0.4579
O -1.74964 2.21712 -0.60974 -0.9652 2.2454 1.1675
O -1.43478 4.80724 0.22845 -1.8960 -2.9823 -1.8902
C -0.90205 4.72527 1.53007 0.2600 1.1346 1.2097
O -3.79536 3.61920 0.49586 2.8376 0.2541 -0.8213
C -4.97671 3.07961 -0.05788 -0.9329 -0.7311 -1.3623
H -1.80115 5.49224 -2.98756 -0.1635 -0.0858 0.0430
H -2.21226 3.90851 -3.73161 -0.7796 0.1986 0.1283
H -0.95504 3.97837 -2.63284 0.0965 0.1639 0.6003
H 0.18763 4.70193 1.54302 0.0151 -0.2320 -0.3775
H -1.27977 3.90761 2.14397 -0.1836 0.0570 -0.1755
H -1.20463 5.69488 1.92552 0.1049 -0.2021 0.7179
H -5.17766 2.05283 0.24781 0.1172 0.1541 0.6379
H -4.97591 2.99778 -1.14481 0.6074 0.2111 -0.1973
H -5.84091 3.72426 0.10239 0.2743 0.0851 0.7234
C -0.32488 1.71875 -4.58197 0.3662 1.0010 0.0814
O -0.55602 0.46161 -3.99931 -0.2646 -0.4169 -0.8083
H -1.20392 2.18203 -5.03004 -0.3766 -0.2137 0.1316
H 0.01915 2.35426 -3.76597 0.0301 0.0661 -0.1092
H 0.44085 1.74651 -5.35721 0.2397 -0.4260 0.0993
H -0.64349 -0.20075 -4.68868 -0.0354 -0.1180 -0.0225
C 0.49049 1.44884 1.80063 1.1968 -0.0052 0.2157
O 1.34792 1.41084 0.65923 -1.2317 -0.0367 -0.7972
H 1.08150 0.92030 2.54861 -0.6874 -0.2848 0.6871
H 0.38123 2.47181 2.16077 -0.2447 -0.0210 -0.0151
H -0.47733 0.98924 1.60023 0.1742 0.0073 -0.1337
H 2.21511 1.64953 0.99482 0.8692 0.2657 0.1138
```
Positions in Å, forces in eV/Å.


ORCA calculation (wB97M-V/def2-TZVPD) on a 13-piece molecular cluster, C14H4Cl48NO overall at a distorted geometry.

Summary:
- Charge: -1
- HOMO level: -2.79 eV

```
68
Properties=species:S:1:pos:R:3:forces:R:3
C -0.03057 3.14386 3.78479 -1.6515 -0.6502 -0.6612
C -0.60820 2.35251 2.78767 3.4748 0.2208 1.0241
N 0.30557 1.65809 1.88769 -1.7514 2.3773 -0.1221
O 0.02497 0.28278 2.16115 0.0562 -1.0222 0.6317
H 0.93086 3.69758 3.60861 -1.5101 -2.0793 0.0754
H -0.54432 3.15170 4.78000 0.1655 1.1799 -1.0686
H -1.71227 2.23583 2.71944 0.8470 -0.4656 0.9806
H 0.57154 0.06163 2.94207 -0.4093 0.2273 -0.3165
C -3.89505 0.55579 0.29214 0.5016 0.1525 0.2664
Cl -5.14408 1.60311 1.00236 -0.0310 -0.0946 -0.0875
Cl -4.26482 -1.14233 0.66887 -0.0675 0.0561 -0.0739
Cl -3.87213 0.77564 -1.47098 -0.1501 -0.0669 0.0616
Cl -2.30874 0.98210 0.95044 -0.7180 -0.2751 -0.8006
C 1.79480 0.39625 -0.99692 -0.3181 0.2823 0.5062
Cl 2.53508 -0.64180 0.23740 -0.0684 0.1028 -0.2092
Cl 2.19557 2.09396 -0.68318 -0.3958 -0.2798 -0.1050
Cl 2.40490 -0.06660 -2.60342 0.0737 -0.0242 -0.0482
Cl 0.03686 0.19210 -0.95542 0.4534 -0.0337 -0.2722
C -2.47944 1.18806 -5.19068 0.0594 0.0024 0.0710
Cl -2.30432 2.91814 -4.84754 -0.0182 -0.2105 -0.0238
Cl -2.05149 0.87588 -6.88692 -0.0005 0.3508 0.0804
Cl -1.39980 0.26502 -4.13002 -0.1528 0.1817 -0.1607
Cl -4.16261 0.69598 -4.90064 0.1307 0.2985 -0.0047
C 6.13299 1.71626 0.59707 -0.2683 -0.0634 -0.0509
Cl 5.16914 1.16775 -0.78360 0.7938 0.0438 0.1508
Cl 7.68298 0.84840 0.63008 -0.0545 0.0659 0.0068
Cl 6.43524 3.45881 0.44577 0.0078 -0.1166 0.0176
Cl 5.24822 1.39823 2.09690 0.1360 0.1118 -0.3315
C -3.76351 -3.16390 -7.03773 0.1717 0.1695 0.0603
Cl -4.68914 -2.21080 -8.21318 0.0713 -0.0995 0.1180
Cl -2.86010 -2.07455 -5.97549 -0.1335 -0.7929 -0.1697
Cl -4.87753 -4.14604 -6.06436 0.5170 0.1752 -0.5549
Cl -2.63478 -4.22838 -7.89758 -0.1499 0.0821 0.0791
C 4.34783 -0.40899 5.60096 -0.0986 0.0343 -0.2221
Cl 5.93625 -0.65196 4.84724 -0.4660 -0.1154 -0.1970
Cl 4.50957 0.67327 7.00281 -0.2533 -0.0943 -0.1800
Cl 3.23916 0.32272 4.42333 0.2367 0.1198 0.3655
Cl 3.70823 -1.97238 6.13938 0.1507 0.2005 0.0552
C 0.73549 -3.30353 2.51562 -0.2929 0.3104 -0.3682
Cl -0.24577 -2.36796 1.38580 0.0288 -0.6654 0.2476
Cl 1.69960 -2.17806 3.48870 -0.1213 -0.5166 -0.1855
Cl -0.30826 -4.26549 3.58458 0.1023 0.0262 -0.0484
Cl 1.81313 -4.38734 1.60927 -0.0051 0.0381 0.1389
C -7.82993 -5.52114 -2.90686 0.0419 0.0087 0.1349
Cl -7.33695 -5.02519 -1.27886 -0.0221 -0.0713 -0.1849
Cl -7.80268 -7.29209 -3.01706 -0.0322 0.2077 -0.0285
Cl -9.46585 -4.91872 -3.22169 0.1503 -0.0637 -0.0091
Cl -6.70455 -4.82712 -4.09074 -0.3520 0.0719 0.9733
C 3.30067 6.24718 4.53515 -0.0134 -0.2412 -0.0043
Cl 3.79736 6.37417 6.23640 -0.0048 0.0335 -0.1155
Cl 2.38977 7.70007 4.07829 0.1004 -0.1206 0.0479
Cl 4.74393 6.11017 3.50927 -0.1101 0.0322 0.0967
Cl 2.27646 4.81194 4.31681 1.0941 1.1536 0.4148
C 1.72497 5.85994 -2.66347 -0.0620 -0.1962 0.1131
Cl 2.32670 5.94931 -0.99857 -0.0706 -0.0201 -0.2026
Cl 0.72264 7.28380 -3.00783 0.0953 -0.0858 0.0150
Cl 3.09821 5.81916 -3.78735 -0.1100 0.0238 0.0852
Cl 0.75636 4.39161 -2.86050 0.0868 0.2743 -0.0435
C -9.10095 -7.34358 -7.02232 0.1968 0.0254 -0.1460
Cl -8.60328 -9.04640 -7.02590 -0.0246 0.1439 0.0135
Cl -9.64501 -6.88799 -8.64874 0.0510 -0.0366 0.1188
Cl -10.43881 -7.13309 -5.88581 0.1795 0.0219 -0.0729
Cl -7.71290 -6.32859 -6.56167 -0.6265 -0.4286 -0.3158
C 9.24470 0.45245 7.38220 -0.1605 -0.0554 0.0436
Cl 10.01555 -0.50571 8.66234 -0.0255 0.0843 -0.1117
Cl 9.56244 2.17480 7.66207 -0.0157 -0.1795 -0.0336
Cl 9.91006 -0.02241 5.80769 -0.0619 0.0481 0.1467
Cl 7.49720 0.16403 7.39410 0.8031 0.2267 0.3900
```
Positions in Å, forces in eV/Å.